Record 1
Here is a structure of composition C33H64ClFNO5PSi4TeTl from OMol25. Energies are from wB97M-V/def2-TZVPD.

Calculated values
**Total energy**: -115010.8083 eV
**Energy relative to the best compared isomer or geometry (same formula, charge and spin)**: 19.3 kcal/mol
**Kohn-Sham gap**: 0.215 hartree

ORCA input file:
```
! RIJCOSX wB97M-V def2-TZVPD def2/J DEFGRID3
* xyz -1 1
C -0.61 1.76 -1.88
Tl -0.12 0.16 -0.22
C -1.67 2.33 -3.97
H 2.76 -2.84 1.14
H -3.02 -3.70 7.36
H -1.89 -0.03 5.60
C 2.49 0.11 1.85
P 0.24 2.42 2.04
N 2.29 0.42 -0.52
H -4.35 -3.53 6.21
O -3.13 0.34 -0.88
H 4.70 -0.73 -1.12
H -4.87 -5.13 4.12
C -3.28 -3.73 6.30
H 0.41 -5.31 -0.39
H 0.19 -2.17 5.08
C 6.57 1.31 1.84
H -1.18 4.41 1.75
H -2.13 2.91 1.92
C -2.46 -0.78 6.15
C -1.13 3.60 -3.87
H 5.07 0.55 3.99
H 4.95 1.19 -0.21
H -4.36 -4.46 0.08
H 2.31 -0.42 -3.81
H -0.11 3.82 4.03
O 1.00 -2.25 -0.58
H -3.11 -4.75 5.94
H -0.92 -5.20 3.12
H -5.93 1.04 2.59
H 2.42 3.41 2.35
H 0.58 3.31 -0.99
H 1.41 -0.11 4.26
C 1.91 -3.52 1.20
H 0.08 4.97 -2.76
C 3.17 0.15 3.05
H 1.18 0.73 -3.11
H 6.68 2.31 1.41
H -0.17 -3.09 6.55
H -2.28 2.07 -4.83
H 1.94 3.49 0.67
H 0.89 2.39 4.39
C 4.41 0.88 0.68
Si -5.11 -1.33 2.88
H -1.71 -6.60 2.38
H -2.18 -6.05 3.99
C 3.92 -0.88 -1.86
H 2.89 0.25 5.18
C -4.83 -5.31 3.04
H -0.22 -3.88 4.97
H 2.64 -1.35 4.50
C -1.87 -5.71 3.00
H -0.86 2.21 4.20
H 1.48 -0.29 1.85
H 4.38 -0.97 -2.85
C 5.12 0.90 1.87
H 2.25 -4.56 1.23
C 1.58 3.63 1.69
H -2.63 -4.40 -0.15
Te -1.08 -0.80 2.34
C 3.05 0.47 0.60
H 7.17 0.62 1.24
H -1.35 3.28 0.38
F -1.38 4.51 -4.85
H -7.09 -1.24 4.45
H 1.21 -0.94 -2.53
H 6.99 1.33 2.85
C 0.96 -3.28 0.06
H -6.21 -2.75 4.64
H -1.84 0.43 -3.04
C -3.41 -4.89 0.42
H -7.12 -1.31 1.37
C 4.51 0.54 3.06
C -4.96 0.55 2.67
H -6.56 -2.96 1.62
O -4.28 -1.43 -1.92
H -4.41 1.00 3.50
C 2.49 -0.29 4.32
H 2.76 2.37 -2.36
H -5.69 -1.89 0.52
O -3.43 -1.67 0.25
H -5.58 -1.28 5.36
H -0.72 -4.41 0.65
H -4.40 0.75 1.75
H -4.87 -6.39 2.88
C -1.25 3.36 1.46
H 1.37 -3.30 2.13
H -0.65 -4.04 -1.09
C -0.07 3.03 -1.82
H 1.26 4.67 1.84
C -0.34 3.97 -2.81
Si -2.28 -2.47 5.28
C -0.45 -2.95 5.50
H -5.72 -4.87 2.59
C -0.06 -4.34 -0.22
H 4.37 1.91 -1.78
C -6.23 -1.93 1.47
C 3.52 1.58 -2.37
Si -2.99 -2.35 3.02
C 2.89 0.27 -1.85
H -3.51 -0.46 6.16
H 3.85 1.44 -3.41
Cl -3.21 -1.08 -1.04
C 0.02 2.75 3.84
Si -3.24 -4.58 2.28
C -6.09 -1.68 4.48
H 3.40 -1.81 -1.62
H -3.41 -5.96 0.17
H -2.10 -0.80 7.18
C -1.41 1.42 -2.96
C 1.82 -0.11 -2.89
O -1.95 -1.58 -1.56
*
```

=====

Record 2
Here is a structure of composition C6H8LiO5 from OMol25. Energies are from wB97M-V/def2-TZVPD.

Calculated values
**Total energy**: -16787.8153 eV
**Energy relative to the best compared isomer or geometry (same formula, charge and spin)**: 7.4 kcal/mol
**Kohn-Sham gap**: 0.415 hartree

ORCA input file:
```
! RIJCOSX wB97M-V def2-TZVPD def2/J DEFGRID3
* xyz 1 1
H 3.16 -2.13 -0.17
H 4.31 -0.78 -0.48
Li 1.03 2.30 0.13
O -1.62 0.67 1.92
O 1.63 0.07 -1.72
H 2.19 -1.82 -2.37
C 3.27 -1.12 -0.57
C -2.94 0.11 1.86
C -1.30 1.22 0.74
H -2.91 -0.90 2.30
O 2.44 -0.23 0.24
O -0.43 2.09 0.61
H 3.37 -0.50 -2.69
H -4.24 0.51 0.12
C 1.58 0.42 -0.47
O -2.26 1.00 -0.17
C -3.25 0.11 0.36
H -3.12 -0.87 -0.11
C 2.68 -0.93 -1.96
H -3.61 0.75 2.44
*
```